[1]
DFT (wB97M-V/def2-TZVPD) results for 2 unconnected molecules or ions with the total composition C8H10N2O.

XYZ file:
```
21
Properties=species:S:1:pos:R:3:forces:R:3
C -3.16834 0.35703 0.50471 -0.5378 -0.1285 0.2411
C -2.28994 -1.14181 -0.65910 0.0001 0.3260 0.0505
C -0.49742 2.48812 -0.00829 2.9849 -1.3708 -0.6715
C 0.15756 1.48622 -0.23344 1.1358 2.7450 0.0559
C 0.94809 0.28314 -0.47327 0.3636 0.3042 0.1412
C 0.92215 -0.84851 0.59209 -0.0373 -0.0292 0.1122
C 2.42344 -1.06575 0.31979 0.2852 -0.2784 0.0910
C 2.47785 0.34972 -0.28814 0.4572 0.2557 0.0730
H -3.91966 0.81762 1.13216 0.1673 -0.0509 -0.1192
H -2.20511 -2.09913 -1.13125 0.0543 -0.1692 -0.1122
H -1.07750 3.34485 0.17285 -0.3283 0.3237 0.1157
H 0.68981 -0.13678 -1.44480 0.1998 0.1196 0.0318
H 0.23840 -1.68633 0.42224 0.1984 0.1645 0.0577
H 0.73901 -0.42624 1.58980 0.0712 -0.1284 -0.2168
H 3.06309 -1.27649 1.18310 -0.0817 0.0393 -0.1838
H 2.59207 -1.84325 -0.44068 -0.0756 0.2224 0.2146
H 3.08685 0.50937 -1.18619 -0.1403 -0.0396 0.1989
H 2.74927 1.10528 0.46392 -0.0895 -0.2383 -0.2131
N -2.06496 0.83750 0.09605 -2.4098 -1.1489 0.0868
N -1.46966 -0.15687 -0.68467 -1.8493 -0.2761 0.0006
O -3.39502 -0.89770 0.07311 -0.3682 -0.6420 0.0458
```
Forces are in eV/Å.

Computed properties:
energy	-495.39649	hartree
HOMO	-7.904	eV
net charge	0
LUMO energy	0.029	hartree
energy above the lowest of the compared OMol25 structures with the same formula, charge and spin	136.2	kcal per mole
molecular weight	150.2	g/mol
multiplicity	1

These are the natural (NBO) partial charges, in e, on atoms 1 to 4: 0.305 0.309 -0.214 -0.002

=====

[2]
DFT (wB97M-V/def2-TZVPD) results for a molecular structure, C5H16MnN3S.

XYZ file:
```
26
Properties=species:S:1:pos:R:3:forces:R:3
C -0.88276 1.21547 -4.42371 1.0983 0.5680 -1.8682
Mn -0.03996 -0.02023 -1.80231 0.5173 -1.0271 -0.3437
N 1.03784 -1.67153 -2.91091 0.0500 -0.5841 -0.8340
H -0.80296 1.11887 -1.05281 -1.0675 0.8600 0.2448
H -0.16146 1.33307 -3.60221 -0.4968 0.2142 -0.0752
H -1.40456 2.15407 -4.65761 0.0427 -0.0610 0.5697
H -1.63766 0.45007 -4.16581 0.7454 0.1342 -0.4964
H -0.20996 1.10107 -5.37681 -1.4193 -0.6459 1.4908
H 0.79114 -2.61023 -2.56711 0.1749 0.5468 -0.0197
H 2.06514 -1.61273 -2.87661 -0.5310 0.1129 0.3257
H 0.80574 -1.68053 -3.91371 0.0197 0.0354 0.5689
S 1.72324 0.09797 -0.22141 2.1223 -0.0484 -1.3780
C 0.71654 0.05927 1.06039 -1.6453 0.0906 1.8039
N 0.37414 1.27017 1.72859 0.6540 -0.8919 0.1890
C -0.43666 1.24297 2.92919 -0.0372 0.2151 -0.0809
C -0.13036 -0.01973 3.74299 -0.0565 -0.0491 0.2669
C -0.43546 -1.23783 2.85919 -0.0106 -0.2208 -0.0388
N 0.34514 -1.19023 1.63729 0.3856 0.8321 0.2415
H 0.84284 2.14727 1.45649 -0.3435 -1.2494 0.0316
H -1.50936 1.22147 2.63749 0.1966 0.0066 0.2809
H -0.26356 2.16327 3.52739 -0.0316 -0.5257 -0.4033
H -0.76446 -0.04733 4.65469 0.2330 -0.0023 -0.3913
H 0.93874 -0.02573 4.04869 -0.5853 -0.0053 -0.1915
H -1.51456 -1.21863 2.59179 0.1661 0.0174 0.2991
H -0.23746 -2.18623 3.40339 -0.0397 0.5489 -0.3956
H 0.79074 -2.05413 1.29339 -0.1419 1.1287 0.2037
```
Forces are in eV/Å.

Computed properties:
energy	-1913.39554	hartree
HOMO (alpha / beta)	0.490 / -0.891	eV
net charge	-1
LUMO energy (alpha / beta)	0.120 / 0.114	hartree
molecular weight	205.2	g/mol
multiplicity	6

These are the natural (NBO) partial charges, in e, on atoms 1 to 4: -0.858 0.393 -1.089 -0.502

=====

[3]
DFT (wB97M-V/def2-TZVPD) results for 10 unconnected molecules or ions with the total composition C39H63F18NO15.

XYZ file:
```
136
Properties=species:S:1:pos:R:3:forces:R:3
C -1.38299 -0.89011 1.98692 -0.3243 0.6314 -0.7127
C -1.84404 -0.08515 0.75156 0.8301 0.1717 0.6455
N -1.23534 -0.57919 -0.51183 -1.6216 -0.7608 0.9446
C -1.44726 0.31083 -1.61728 1.5044 1.5645 -1.0249
C -0.51170 1.57485 -1.56327 -0.1436 -1.6699 0.4109
C -1.94179 -1.88708 -0.75229 1.9585 -0.6352 0.6241
C -1.49279 -2.60452 -2.04164 0.0988 1.2691 0.2048
H -0.30423 -1.03116 1.91997 -0.0890 -0.0710 0.1869
H -1.88313 -1.85129 2.10561 0.0635 0.0756 0.0710
H -1.61079 -0.23925 2.83107 0.0928 -0.3442 0.3309
H -2.92888 0.02067 0.75399 -0.5819 -0.6727 -0.5216
H -1.61011 0.94738 1.01089 0.8137 0.1096 -0.6782
H -1.06410 -0.16050 -2.52234 -0.4574 -0.4284 -0.0717
H -2.48042 0.61389 -1.78706 -0.4269 -0.0428 0.1018
H -0.47808 2.10862 -2.51303 -0.6643 0.4861 0.3174
H -0.71005 2.12641 -0.64428 0.0933 0.6019 -0.4407
H 0.49813 1.16862 -1.50564 0.1713 -0.0068 0.4009
H -3.01444 -1.74387 -0.62187 -0.3316 -0.1060 -0.5383
H -1.62934 -2.53795 0.06431 -0.1219 0.0953 0.2450
H -2.06290 -2.07312 -2.80367 0.1623 -1.0158 -0.7656
H -1.46251 -3.69409 -2.04674 -1.2541 0.0096 0.0917
H -0.43076 -2.44881 -2.23123 0.1529 0.7570 0.1420
C 6.56100 -2.86193 3.09693 -0.2515 0.4283 -0.5973
C 5.16983 -3.32240 2.66672 1.7020 -1.1894 -1.3726
O 4.27974 -2.23323 2.45728 -1.3351 1.0699 -0.7424
C 4.15789 -1.63671 1.22759 2.9199 -2.5436 -2.1057
O 4.85119 -1.87309 0.22907 -1.6814 0.6662 2.8290
C 2.94980 -0.72252 1.14152 -1.2023 0.0744 0.4434
F 1.84249 -1.46125 0.84537 0.9387 0.3095 -1.7276
F 2.64782 -0.32641 2.33392 0.1214 1.7176 2.2168
F 3.12951 0.38272 0.36111 -0.3206 -1.8423 0.2906
H 6.77618 -1.89547 2.64114 -0.1947 0.2992 0.3599
H 7.34952 -3.46377 2.64512 -0.1394 -0.5235 0.4663
H 6.59689 -2.82412 4.18568 0.4330 0.1513 -0.1660
H 4.86250 -4.11010 3.35460 -1.1210 0.8832 0.5532
H 5.22283 -3.92347 1.75897 0.1494 0.4464 -0.4863
C -4.64924 0.32430 -4.20800 -0.3687 0.1138 -0.9844
C -5.76642 1.26936 -3.72319 -0.3967 -1.5524 -1.1001
O -5.18909 1.91711 -2.64458 0.2563 2.2929 2.9083
C -5.77362 3.01116 -2.06812 -0.9672 -0.8232 -2.3065
O -6.74482 3.57958 -2.50640 0.9037 -0.5614 0.6581
C -5.02032 3.51884 -0.83639 -0.1676 -1.5088 -0.1562
F -5.91375 3.88746 0.08893 0.7920 0.1682 -0.2102
F -4.27877 2.47485 -0.32681 -0.2575 1.8061 -0.2123
F -4.26935 4.56063 -1.22665 0.0323 -0.6041 0.8829
H -4.66798 -0.67700 -3.77770 -0.0151 0.2963 0.5990
H -3.68413 0.80471 -4.04712 -0.0148 -0.1566 0.0372
H -4.73383 0.10342 -5.27203 -0.0883 0.3109 -0.1729
H -6.61637 0.66923 -3.39834 -0.1312 0.0301 0.2697
H -6.19195 1.96282 -4.44854 0.5156 0.1555 -0.1862
C 1.29685 -2.89573 -5.18467 0.8208 1.0168 1.1039
C 0.51837 -2.41426 -6.38307 0.1841 0.0152 0.3681
O -0.17381 -3.47544 -7.01998 -0.1779 -1.4601 -1.8560
C -1.40855 -3.81286 -6.69503 -0.6833 1.2702 0.6324
O -2.00440 -3.31853 -5.76638 0.0446 -0.7170 -0.8315
C -2.11318 -4.93113 -7.63001 -0.1107 1.9150 3.0983
F -1.35485 -5.33595 -8.59537 0.1954 -0.4641 -1.0653
F -2.37352 -5.89959 -6.75337 0.2629 -1.1771 -0.0649
F -3.32283 -4.51690 -8.02793 0.6166 0.2647 -0.7501
H 1.39813 -3.96790 -5.01647 -0.5447 0.0865 -0.1172
H 0.95633 -2.34304 -4.30906 -0.3893 -0.6740 0.3477
H 2.31933 -2.52225 -5.24073 0.2086 -0.1396 -0.3511
H 1.26280 -2.04691 -7.08947 -0.6013 0.0118 -0.4286
H -0.21104 -1.64906 -6.11750 0.1629 0.0692 -0.0451
C 3.67592 7.54805 -0.92262 -0.1633 0.0937 0.6766
C 3.07482 6.85577 -2.11723 0.2150 0.0182 -0.8787
O 1.69385 6.73195 -1.80447 -3.2314 -2.5678 -0.2861
C 0.86400 5.61037 -2.10516 2.1038 0.6962 -0.3785
O 1.20834 4.56584 -2.60972 -0.4055 1.7780 0.7976
C -0.64541 5.85619 -1.64935 3.3716 0.9660 1.3615
F -1.43976 5.22299 -2.45591 -0.8800 0.2067 -0.0594
F -0.69760 5.32270 -0.38430 -0.6962 0.5126 -1.0508
F -0.86640 7.20041 -1.56657 -0.6478 -1.6613 -0.2150
H 3.71887 6.77582 -0.15456 0.9824 0.1697 -0.1156
H 3.03995 8.26970 -0.40990 -0.4730 0.2527 -0.7295
H 4.59921 8.08948 -1.12874 0.2462 -0.5665 0.0570
H 3.60027 5.92669 -2.33817 -0.3771 -0.5100 0.4988
H 3.12525 7.34522 -3.08986 0.0248 0.7049 0.1836
C 4.03981 2.74757 -1.44363 -0.1435 0.7467 -0.8589
C 4.65130 3.34861 -0.17342 -0.7135 -0.8370 -0.6772
O 3.97066 4.50770 0.38757 -0.9166 0.3542 1.4553
C 2.86128 4.33992 1.16233 -0.4034 -3.3317 -2.0706
O 2.17141 3.32640 1.09283 1.1962 2.2093 0.9312
C 2.44524 5.57678 1.97214 0.3634 1.4295 0.0520
F 3.53930 6.36198 2.22439 -1.2254 -0.6071 -0.2150
F 1.56540 6.27206 1.18851 0.8004 -0.4490 0.8919
F 1.85335 5.32254 3.14885 0.4607 -0.2112 -1.0627
H 4.19804 3.34490 -2.34154 0.1189 0.3080 0.0691
H 2.96112 2.59516 -1.40762 0.0625 -0.0013 0.4670
H 4.49391 1.78371 -1.67358 0.1312 -0.0537 0.3446
H 5.65596 3.74277 -0.32640 -0.0759 -0.3209 0.0143
H 4.62796 2.47774 0.48168 0.2008 0.6055 0.8426
C -1.29638 3.13446 2.73524 -0.5564 -0.0666 0.2357
C -1.55432 4.60776 2.96773 0.5393 0.5646 -1.2137
O -1.96035 4.88602 4.31800 1.1458 1.7233 2.4029
C -1.43946 6.01255 4.95830 2.2571 1.7687 -5.0050
O -0.73134 6.88689 4.33335 -3.2936 -3.9833 3.5901
C -1.86931 6.16353 6.45549 0.1908 -2.1567 -0.3690
F -0.82027 6.38546 7.23205 0.2680 0.0880 -0.0831
F -2.70757 7.15177 6.57872 -0.7586 0.7089 0.0809
F -2.46317 5.00502 6.91024 0.4449 1.2077 -0.5267
H -0.51472 2.75610 3.39398 -0.3162 -0.1146 0.2854
H -0.93371 2.90047 1.73433 -0.0055 0.6008 -0.1735
H -2.25665 2.62580 2.82036 0.2225 -0.4893 0.3986
H -2.37044 4.98452 2.35121 0.0021 -0.1282 -0.1523
H -0.66074 5.15649 2.67020 -0.1064 0.3219 0.4727
C -0.06604 -6.87044 -1.95059 0.7209 0.3215 -0.7249
C -0.11979 -7.76770 -0.69187 -3.2128 1.2783 -0.5555
O -0.84015 -7.32030 0.20180 1.5162 -0.9932 -0.5852
C 0.31518 -9.20545 -0.72962 1.2504 -0.4461 0.4372
H 0.12579 -5.81653 -1.74917 0.3563 -0.1233 0.6274
H -1.01178 -6.76457 -2.48206 -0.5974 -0.6940 0.5299
H 0.59472 -7.13894 -2.77485 0.4651 -0.4057 0.3509
H -0.38706 -9.91846 -0.29767 -0.3775 0.4511 -0.0683
H 1.19104 -9.30228 -0.08807 0.1730 0.1990 0.3035
H 0.69096 -9.60470 -1.67168 -0.3923 0.4389 -0.3135
C -1.39419 -1.43795 6.98626 0.9461 0.2346 -1.9641
C -1.50392 -1.94309 5.52344 -0.0317 -2.7423 -1.3506
O -0.58553 -2.17088 4.71927 -1.6203 1.4121 2.3265
C -2.88406 -2.61639 5.23545 -0.7027 0.4055 0.8578
H -0.43483 -0.92251 7.03159 -0.0270 -0.0686 0.5267
H -1.39686 -2.37724 7.53928 0.0650 0.1788 0.3257
H -2.20812 -0.78568 7.30275 -0.0259 -0.1977 -0.1495
H -3.58156 -2.02947 4.63786 0.4221 0.2132 -0.4568
H -3.46264 -2.72764 6.15249 0.1932 0.2835 0.4767
H -2.90434 -3.64583 4.87775 0.8361 0.2116 -0.5721
C 1.63171 -5.17035 3.47405 0.2198 -0.7447 -2.0309
C 1.39953 -5.48488 1.97687 -0.1527 -1.2109 1.2531
O 1.88313 -6.48309 1.46080 -0.1395 1.1277 0.2132
C 0.43455 -4.61980 1.26639 -1.0128 0.4564 -2.3513
H 2.04100 -6.08965 3.89294 -0.1324 0.2325 0.3513
H 0.68508 -4.83379 3.89681 0.4090 0.2402 0.2963
H 2.41549 -4.41765 3.38895 -0.1704 0.4226 0.7500
H -0.58606 -4.99987 1.31123 -0.0805 -0.3573 0.8261
H 0.55371 -4.77153 0.19360 0.5198 0.0058 -0.1806
H 0.33749 -3.53894 1.36850 0.5987 -0.0591 0.8701
```
Forces are in eV/Å.

Computed properties:
energy	-4504.67107	hartree
HOMO	-8.557	eV
net charge	0
LUMO energy	0.016	hartree
energy above the lowest of the compared OMol25 structures with the same formula, charge and spin	32.5	kcal per mole
molecular weight	1127.9	g/mol
multiplicity	1

These are the Löwdin partial charges, in e, on atoms 1 to 4: -0.082 -0.250 -0.146 -0.269

=====

[4]
DFT (wB97M-V/def2-TZVPD) results for a single C21H27F3N2O2 molecule.

XYZ file:
```
55
Properties=species:S:1:pos:R:3:forces:R:3
O -1.14982 -2.78690 -0.83966 -0.0950 -0.4507 -0.3087
C -0.87292 -1.93529 -0.02285 0.1507 0.4063 0.5395
N -1.38438 -0.68599 -0.08300 -0.0443 0.3266 -0.0241
H -1.22958 -0.03005 0.66389 0.0789 -0.0800 -0.0274
C -2.29646 -0.28547 -1.13628 0.0398 -0.0903 -0.0721
C -3.72968 -0.41267 -0.68090 -0.1200 0.0887 0.0021
C -4.36961 -1.63756 -0.82999 0.0476 0.0772 -0.0326
C -5.66805 -1.82261 -0.39179 -0.0522 0.0397 0.0363
C -6.35398 -0.77867 0.20626 -0.0218 -0.0319 0.0045
C -5.73327 0.44498 0.37544 0.1387 0.0694 -0.0045
C -4.42507 0.62658 -0.05836 -0.0751 0.0149 -0.0008
C -3.77030 1.96335 0.15156 0.0369 0.2756 -0.0325
F -2.60377 1.86696 0.83293 0.2116 -0.2162 0.1028
F -4.52489 2.81963 0.84867 -0.2412 -0.0346 0.0955
F -3.46407 2.58837 -1.00125 -0.0305 -0.0702 -0.2052
H -6.25950 1.26088 0.84620 -0.0227 0.0470 0.0260
H -7.36935 -0.91394 0.54444 -0.1013 -0.0217 0.0295
H -6.14625 -2.78162 -0.51935 -0.0462 -0.0955 -0.0169
H -3.82715 -2.44937 -1.28987 0.0762 -0.0959 -0.0657
H -2.05364 0.73114 -1.45045 -0.0138 -0.1379 -0.0097
H -2.12498 -0.96943 -1.97157 -0.0216 0.1834 0.0753
C 0.05772 -2.18603 1.16745 0.2082 -0.2327 0.0713
C 1.09045 -1.07998 1.38349 -0.1851 -0.1579 0.2345
N 1.96810 -0.94776 0.24288 -0.1096 0.1722 0.0162
C 2.38343 -2.00540 -0.49888 0.0109 -0.3064 -0.0596
O 3.21174 -1.87964 -1.38307 0.2230 -0.1286 -0.2770
C 1.73926 -3.35639 -0.25422 0.0191 -0.1844 -0.0496
C 0.83691 -3.48428 0.96790 -0.2050 0.0537 -0.1237
H 0.14843 -4.31696 0.82025 0.0593 0.0003 0.0548
H 1.42851 -3.68393 1.86386 -0.0454 0.0237 0.0379
H 1.15206 -3.55529 -1.15501 0.1077 0.0178 0.0626
H 2.53872 -4.09887 -0.22943 0.0131 0.0989 -0.0547
C 2.52772 0.36972 -0.04692 0.0064 0.1003 -0.0391
C 1.42421 1.31928 -0.52850 0.2011 -0.0402 -0.3098
C 1.95303 2.52433 -1.30166 -0.1472 0.0931 0.3165
C 2.98066 3.36379 -0.54254 0.1181 -0.0279 -0.3322
H 2.60380 3.61392 0.45035 -0.0594 0.1123 0.0934
C 4.34461 2.67882 -0.43487 0.0036 0.1090 0.2186
H 4.51632 2.10763 -1.34868 0.0570 0.0152 -0.0735
H 5.12653 3.44017 -0.38658 0.0372 -0.0484 -0.0827
C 4.51662 1.76339 0.78118 -0.0637 0.0245 -0.0407
C 3.28629 0.93361 1.15985 0.1666 -0.0542 -0.1086
H 2.60685 1.53916 1.76414 -0.0473 -0.0171 0.0783
H 3.62612 0.10563 1.78594 -0.0565 0.0086 0.0571
H 5.35020 1.08871 0.57644 0.0439 -0.0069 0.0832
H 4.79249 2.36607 1.65003 0.0798 -0.0167 -0.0051
H 3.10774 4.30255 -1.08694 -0.0273 0.0376 0.0814
H 2.40073 2.18174 -2.23687 -0.0005 0.0119 -0.0754
H 1.10037 3.15808 -1.55902 0.0047 -0.0241 -0.0841
H 0.84342 1.68131 0.32497 -0.0869 -0.0203 0.0618
H 0.75118 0.75850 -1.18167 -0.0428 -0.0095 0.0513
H 3.22808 0.18782 -0.86725 -0.1145 0.0561 0.1222
H 1.67160 -1.33011 2.28389 -0.1704 0.1160 -0.0188
H 0.61912 -0.11276 1.56589 0.0507 -0.0135 0.0253
H -0.57628 -2.25917 2.05953 0.0565 0.0336 -0.0432
```
Forces are in eV/Å.

Computed properties:
energy	-1376.08831	hartree
HOMO	-9.064	eV
net charge	0
LUMO energy	0.021	hartree
energy above the lowest of the compared OMol25 structures with the same formula, charge and spin	3.5	kcal per mole
molecular weight	396.5	g/mol
multiplicity	1

These are the natural (NBO) partial charges, in e, on atoms 1 to 4: -0.637 0.691 -0.616 0.405